Below is 2 unconnected molecules or ions with the total composition H4O2, with properties calculated with ωB97M-V/def2-TZVPD.

Computed properties:
* DFT total energy: -4159.077 eV
* relative energy (zero: lowest compared OMol25 entry of this formula, charge and spin): 19.9 kcal per mole
* SMILES: O.O
* E_LUMO: 0.961 eV

Structure (XYZ):
```
6
Properties=species:S:1:pos:R:3:forces:R:3:mulliken_charge:R:1
O -0.876 3.125 -3.782 -2.545 0.119 -1.187 -0.672
H -1.036 3.413 -4.779 -0.150 -1.068 3.474 0.336
H -1.771 2.889 -3.283 2.695 0.949 -2.287 0.336
O 0.920 -3.133 4.055 -3.184 -4.258 -2.096 -0.630
H 1.302 -3.807 3.435 0.009 1.613 1.183 0.331
H 1.461 -2.487 4.355 3.175 2.644 0.913 0.299
```
Forces are in eV/Å.


Below is a molecular structure, C2H2AgFO2, with properties calculated with ωB97M-V/def2-TZVPD.

Computed properties:
* DFT total energy: -12915.082 eV
* relative energy (zero: lowest compared OMol25 entry of this formula, charge and spin): 7.2 kcal per mole
* E_LUMO: -2.473 eV

Structure (XYZ):
```
8
Properties=species:S:1:pos:R:3:forces:R:3:mulliken_charge:R:1
H -1.821 -1.496 -0.539 0.429 -0.086 -0.317 0.340
O -0.165 -1.102 0.615 -1.500 -1.435 -2.230 -0.397
O -0.230 1.228 0.274 -1.549 0.652 -2.538 -0.400
C -0.993 -0.827 -0.258 1.274 -0.493 2.796 0.105
C -1.033 0.670 -0.479 1.250 1.344 2.505 0.107
F 4.077 0.184 0.685 -0.272 -0.005 -0.044 -0.787
H -1.889 1.186 -0.941 0.421 0.010 -0.315 0.341
Ag 2.054 0.157 0.643 -0.052 0.013 0.144 0.691
```
Forces are in eV/Å.


Below is a molecular structure, C18H38I2NO5P, with properties calculated with ωB97M-V/def2-TZVPD.

Computed properties:
* DFT total energy: -56499.490 eV
* E_LUMO: 0.478 eV

Structure (XYZ):
```
65
Properties=species:S:1:pos:R:3:forces:R:3:mulliken_charge:R:1
C 3.611 -0.978 4.647 -0.008 -0.053 -0.021 -1.244
C 2.521 -1.989 4.274 0.017 0.398 -0.104 -0.246
I 3.453 -3.906 3.976 0.171 -0.079 0.395 0.041
C 1.650 -1.440 3.112 0.590 -0.334 0.284 -0.701
I 1.397 -2.762 1.455 -0.447 0.185 -0.371 0.091
P -0.040 -0.886 3.635 -0.524 -0.002 -0.366 0.237
N -0.408 -2.019 4.875 0.057 0.249 -0.010 -0.607
H 3.278 0.039 4.420 -0.077 -0.018 0.176 0.355
H 3.858 -1.042 5.707 0.039 -0.011 -0.057 0.362
H 4.522 -1.154 4.076 -0.039 0.050 -0.023 0.367
H 1.869 -2.184 5.120 0.067 -0.112 -0.063 0.373
H 2.166 -0.579 2.689 -0.116 -0.035 -0.177 0.558
H 0.384 0.212 4.409 0.170 -0.004 0.198 -0.005
H -1.333 -2.391 4.744 -0.142 -0.142 0.082 0.259
H -0.304 -1.681 5.819 0.026 -0.128 0.121 0.232
C 4.649 -4.020 -0.033 0.182 0.143 -0.082 -0.784
C 5.414 -3.998 -1.336 -0.046 -0.084 0.043 0.753
O 6.138 -3.075 -1.630 0.018 0.030 -0.014 -0.575
C 5.227 -5.183 -2.253 0.049 0.181 -0.002 -0.990
H 4.863 -3.118 0.535 -0.011 -0.001 0.018 0.292
H 3.577 -4.067 -0.227 0.043 -0.120 0.011 0.105
H 4.935 -4.894 0.555 -0.088 -0.047 -0.017 0.305
H 4.173 -5.280 -2.523 -0.014 -0.061 0.057 0.344
H 5.533 -6.101 -1.749 -0.065 -0.024 0.012 0.328
H 5.820 -5.059 -3.151 0.009 -0.018 -0.020 0.201
C -1.945 2.323 0.806 -0.023 -0.223 0.119 -0.634
C -0.686 2.674 1.554 -0.030 0.016 -0.085 0.780
O -0.180 1.906 2.340 0.144 0.103 0.038 -0.510
C -0.099 4.034 1.276 0.084 -0.033 0.114 -1.096
H -2.270 1.324 1.090 0.031 -0.013 -0.008 0.253
H -2.718 3.051 1.052 0.032 0.040 -0.129 -0.049
H -1.764 2.352 -0.270 -0.033 0.096 -0.006 0.343
H -0.836 4.802 1.519 -0.033 0.000 -0.068 0.269
H 0.147 4.124 0.217 -0.055 0.029 -0.017 0.333
H 0.799 4.178 1.872 0.003 -0.004 -0.002 0.305
C 8.878 -7.142 -5.746 -0.043 -0.021 0.118 -1.134
C 7.479 -6.577 -5.694 0.055 0.019 -0.066 0.828
O 6.823 -6.601 -4.680 -0.001 -0.064 -0.022 -0.520
C 6.943 -5.976 -6.971 -0.092 0.011 0.087 -1.092
H 9.149 -7.540 -4.772 0.000 0.000 0.004 0.286
H 8.934 -7.936 -6.493 0.024 0.038 -0.048 0.343
H 9.586 -6.361 -6.029 0.001 -0.014 -0.062 0.337
H 6.930 -6.728 -7.762 0.057 0.018 -0.027 0.331
H 7.584 -5.155 -7.297 0.034 -0.034 -0.041 0.321
H 5.935 -5.604 -6.807 -0.003 0.002 0.002 0.291
C -5.406 5.701 0.666 0.292 -0.061 -0.009 -1.018
C -4.560 5.418 1.877 -0.073 0.054 0.044 0.784
O -3.397 5.090 1.789 0.009 0.040 0.006 -0.545
C -5.234 5.554 3.220 0.131 -0.037 0.029 -1.160
H -4.809 5.572 -0.234 -0.009 0.011 -0.009 0.301
H -6.260 5.027 0.634 -0.076 0.072 0.018 0.286
H -5.786 6.723 0.706 -0.099 -0.028 0.024 0.365
H -6.086 4.875 3.279 -0.048 0.048 -0.021 0.325
H -5.607 6.572 3.348 -0.066 -0.014 -0.019 0.350
H -4.528 5.323 4.013 0.004 -0.001 0.000 0.304
C -9.382 3.368 -1.832 0.085 -0.008 0.100 -1.085
C -8.988 4.786 -1.500 -0.047 -0.024 -0.060 0.779
O -8.208 5.038 -0.611 -0.058 0.001 -0.002 -0.515
C -9.617 5.877 -2.332 0.076 0.060 0.085 -1.095
H -8.866 2.678 -1.168 0.002 -0.002 0.003 0.283
H -10.460 3.243 -1.720 -0.014 0.008 -0.064 0.331
H -9.122 3.140 -2.867 -0.060 0.012 -0.025 0.330
H -10.703 5.839 -2.238 -0.010 -0.034 -0.056 0.329
H -9.365 5.736 -3.384 -0.056 -0.031 -0.016 0.331
H -9.257 6.847 -1.999 0.002 0.003 0.002 0.284
```
Forces are in eV/Å.


Calculated gap between HOMO and LUMO (Eh), listed in the same order as above: 0.4540, 0.2576, 0.3141